Entry 1:
Here is a 2-piece molecular cluster, C15H18 overall from OMol25. Energies are from ωB97M-V with the def2-TZVPD basis set.

XYZ file:
```
33
Properties=species:S:1:pos:R:3
C -1.04024 -3.19791 -0.11632
C -3.36376 -0.31024 1.97665
C -2.66772 -1.27567 2.69449
C -3.17359 -0.22731 0.58700
C -2.11802 -2.36286 2.01386
C -2.67796 -1.30702 -0.08073
C -2.02270 -2.34534 0.63153
H -3.94626 0.43279 2.50725
H -2.66529 -1.19623 3.77237
H -3.60682 0.61511 0.05599
H -1.67769 -3.19173 2.55874
H -2.59144 -1.49343 -1.14690
H -0.50873 -3.97891 0.44084
H -0.12453 -2.67761 -0.42127
H -1.55216 -3.68101 -0.95372
C 2.18750 3.09480 -0.31969
C 0.88089 3.86730 -0.75571
C 2.04920 1.63743 -0.64722
C 2.22575 0.71926 0.40314
C 2.02049 1.15177 -1.95104
C 2.34688 -0.66071 0.10820
C 2.03173 -0.21045 -2.19092
C 2.32016 -1.14166 -1.17276
H 2.98027 3.59634 -0.87403
H 2.34844 3.19246 0.73893
H -0.08363 3.36370 -0.68504
H 2.34496 1.10822 1.39729
H 1.68030 1.68838 -2.83467
H 2.37958 -1.35008 0.94499
H 1.95963 -0.51553 -3.22992
H 2.22944 -2.16569 -1.49753
H 1.10429 4.06162 -1.80655
H 0.73102 4.76024 -0.14726
```

Its SMILES is CCc1ccccc1.Cc1ccccc1. The value obtained for the frontier orbital gap is 9.57 eV. Its spin multiplicity is 1. The value obtained for the HOMO energy is -8.69 eV.

Entry 2:
Here is C15H18AlI2NO5P as an isolated structure from OMol25. Energies are from ωB97M-V with the def2-TZVPD basis set.

XYZ file:
```
43
Properties=species:S:1:pos:R:3
O 0.95386 1.65077 -1.77833
N 0.44748 2.06866 -0.79990
O -0.40208 3.10681 -1.08064
C -1.33150 3.27509 0.01763
C -2.51414 2.31876 -0.12323
O -3.48644 2.91067 -0.92428
Al -5.15757 2.57561 -0.40275
O -4.49115 1.92743 1.17734
C -3.18176 1.80496 1.21247
I -2.53600 2.96621 3.08540
P -2.59432 0.06720 1.77964
O -1.42338 -0.30538 0.67051
I -4.47854 -1.30004 0.96172
H -0.77153 3.13503 0.93910
H -1.71343 4.29010 -0.05954
H -2.14211 1.45109 -0.68060
H -5.97808 3.95044 -0.33128
H -5.92941 1.35883 -1.10695
H -1.76225 -0.91397 -0.00080
C 3.74507 -0.66945 -5.97469
C 3.75148 -1.93680 -5.40832
C 3.10782 -2.15758 -4.19825
C 2.45419 -1.11308 -3.55895
C 2.44403 0.15467 -4.12461
C 3.09308 0.37434 -5.33210
H 4.24801 -0.49588 -6.91792
H 4.25764 -2.75222 -5.90989
H 3.11572 -3.14461 -3.75312
H 1.94999 -1.28157 -2.61597
H 1.92926 0.95729 -3.61485
H 3.08882 1.36296 -5.77363
C 1.81778 -1.45267 3.72130
C 0.53270 -1.74328 3.28485
C -0.34110 -2.43077 4.11580
C 0.06795 -2.82267 5.38277
C 1.35321 -2.53090 5.81922
C 2.22919 -1.84765 4.98708
H 2.49789 -0.91473 3.07318
H 0.20664 -1.43068 2.30110
H -1.34359 -2.65504 3.77392
H -0.61682 -3.35362 6.03206
H 1.67124 -2.83393 6.80909
H 3.23216 -1.62043 5.32639
```

The value obtained for the frontier orbital gap is 7.95 eV. Its total charge is -1. Its spin multiplicity is 1. The value obtained for the HOMO energy is -5.59 eV.

Entry 3:
Here is C15H18BrN2O4SSeYb as an isolated structure from OMol25. Energies are from ωB97M-V with the def2-TZVPD basis set.

XYZ file:
```
43
Properties=species:S:1:pos:R:3
Yb 0.81414 0.03119 0.06958
Br 3.28775 -1.34951 0.26556
C 3.43437 -1.06404 2.13907
C 4.69355 -1.13848 2.64378
C 4.86377 -1.00162 4.04223
C 3.77820 -0.82699 4.84430
C 2.46955 -0.75677 4.29913
C 1.33730 -0.61587 5.14298
C 0.08805 -0.55429 4.60564
C -0.08329 -0.59286 3.19629
C 0.95633 -0.72593 2.30759
C 2.25538 -0.84011 2.89936
H 5.54416 -1.30740 1.99926
H 5.85824 -1.05528 4.46530
H 3.89811 -0.74504 5.91867
H 1.48902 -0.56479 6.21539
H -0.77400 -0.45777 5.25564
H -1.10325 -0.49159 2.82986
O 0.97554 0.42329 -1.97625
Se 1.60903 1.94429 -1.50749
O 1.20825 3.10628 -2.55413
O 0.78317 2.08352 -0.01389
O 3.14955 1.64469 -1.08915
C -3.13481 -1.35110 -4.71134
C -1.74491 -1.42119 -4.09858
N -1.74388 -1.41541 -2.63881
C -1.93842 -0.34035 -1.86262
S -1.90422 -0.56069 -0.13811
N -2.10253 0.83428 -2.44824
C -2.23784 2.12881 -1.76687
C -3.68516 2.53111 -1.56520
H -3.07190 -1.35248 -5.79999
H -3.66607 -0.44837 -4.40633
H -3.73321 -2.20861 -4.40357
H -1.10157 -0.61216 -4.45216
H -1.23138 -2.33159 -4.40156
H -1.70072 -2.28727 -2.13815
H -1.98104 0.87214 -3.44606
H -1.69069 2.84796 -2.37537
H -1.70924 2.05420 -0.82004
H -4.22264 2.58944 -2.51386
H -3.73555 3.51183 -1.09062
H -4.19713 1.81449 -0.92124
```

The value obtained for the frontier orbital gap (spin up / spin down) is 8.20 / 8.20 eV. Its spin multiplicity is 2. The value obtained for the HOMO energy (spin up / spin down) is -8.13 / -8.13 eV.

Entry 4:
Here is a 16-piece molecular cluster, C15H18Cl45FNO2S overall from OMol25. Energies are from ωB97M-V with the def2-TZVPD basis set.

XYZ file:
```
83
Properties=species:S:1:pos:R:3
N 0.13871 3.80971 2.92583
S 1.22214 2.41796 3.15506
O 0.55653 1.49739 3.97309
O 2.39176 3.04859 3.61110
F 1.43059 1.86317 1.75880
H -0.84616 3.51453 2.83297
H 0.27763 4.38602 3.76393
H 0.41825 4.35956 2.09829
C -3.16489 1.36273 1.36287
Cl -1.40027 1.63208 1.59314
Cl -4.03205 2.87103 1.59486
Cl -3.44986 0.67304 -0.20968
H -3.48087 0.65935 2.12321
C -1.53532 -3.48039 0.02617
Cl -3.23103 -3.94005 -0.00843
Cl -0.69691 -3.98558 -1.43273
Cl -1.38447 -1.72779 0.25629
H -1.06783 -3.96735 0.87196
C 2.80622 4.13257 -1.04964
Cl 2.03023 4.68556 -2.51419
Cl 4.46103 4.66797 -0.93598
Cl 1.88155 4.69998 0.39022
H 2.78740 3.05123 -1.03521
C -7.45493 4.97194 0.86372
Cl -8.46182 3.58122 1.22738
Cl -6.35499 5.32908 2.20482
Cl -6.55069 4.69672 -0.62150
H -8.09782 5.82953 0.71169
C -8.58987 0.34609 -1.32962
Cl -6.90850 0.71452 -0.91270
Cl -9.58796 1.79293 -1.23705
Cl -8.68790 -0.39547 -2.92372
H -8.96157 -0.36522 -0.60460
C -13.31765 3.38587 -0.62400
Cl -13.34265 1.99822 -1.70763
Cl -13.51724 2.88138 1.05274
Cl -11.82637 4.31376 -0.82218
H -14.14634 4.03043 -0.88362
C 2.78220 0.15786 -2.38357
Cl 1.98538 0.62982 -0.86234
Cl 1.66919 0.31258 -3.73152
Cl 4.23211 1.11972 -2.63862
H 3.07173 -0.88235 -2.29417
C 6.87264 1.58550 0.92498
Cl 7.57727 2.08801 -0.60815
Cl 5.10679 1.57398 0.81475
Cl 7.48659 0.01055 1.41768
H 7.15606 2.30411 1.68208
C -8.31326 6.93075 -3.48147
Cl -9.05204 5.39884 -3.02637
Cl -8.08443 7.96022 -2.06280
Cl -6.78267 6.66662 -4.31483
H -8.98289 7.44203 -4.15950
C 6.08604 -3.42134 1.58009
Cl 7.34572 -4.63930 1.37872
Cl 4.59369 -3.94491 0.79615
Cl 5.80540 -3.05075 3.27933
H 6.41744 -2.51476 1.09224
C 6.95312 -6.45720 6.09747
Cl 7.66612 -5.92403 4.57649
Cl 5.19364 -6.52870 5.96799
Cl 7.60985 -8.01376 6.59565
H 7.20157 -5.72976 6.85812
C 6.62996 -2.17189 -3.59542
Cl 5.94121 -2.40030 -1.98398
Cl 5.37833 -1.65645 -4.71928
Cl 7.95266 -1.00611 -3.54873
H 7.02591 -3.12095 -3.93150
C 2.35735 -6.68391 -2.01783
Cl 1.67668 -6.93284 -0.40940
Cl 1.10709 -6.18625 -3.15547
Cl 3.65193 -5.48781 -1.95999
H 2.77330 -7.62310 -2.35642
C -5.02580 -4.31358 3.96993
Cl -3.94088 -5.19194 5.04219
Cl -4.16545 -3.00540 3.14607
Cl -5.77066 -5.39546 2.79758
H -5.81010 -3.87216 4.56956
C 11.57890 -1.42847 -4.92425
Cl 12.59251 -2.26440 -3.74932
Cl 12.46713 -0.12480 -5.70932
Cl 10.93292 -2.55744 -6.11473
H 10.74370 -0.99285 -4.39372
```

The value obtained for the frontier orbital gap is 8.48 eV. Its total charge is +1. Its spin multiplicity is 1. The value obtained for the HOMO energy is -12.17 eV.

Entry 5:
Here is C15H18ClINO4Pt as an isolated structure from OMol25. Energies are from ωB97M-V with the def2-TZVPD basis set.

XYZ file:
```
41
Properties=species:S:1:pos:R:3
Pt -0.18081 -1.02851 -0.12646
C -3.87770 -0.02433 -0.77427
O -3.01073 -0.99457 -0.24036
C -3.33109 -1.24623 1.12123
C -2.32641 -2.23484 1.67111
O -0.97228 -1.78005 1.63105
C -0.35302 -1.22956 2.83689
C -0.73470 0.24698 3.05470
O 0.07555 1.13497 2.28284
C -0.60702 2.05123 1.46002
H -4.91871 -0.34271 -0.63319
H -3.65375 0.08261 -1.82783
H -3.75845 0.94165 -0.27784
H -4.33249 -1.70622 1.14375
H -3.36421 -0.30774 1.69797
H -2.38322 -3.14482 1.07600
H -2.63019 -2.49942 2.70867
H 0.72768 -1.33215 2.64422
H -0.66019 -1.84494 3.68239
H -0.54754 0.47870 4.10051
H -1.77688 0.44729 2.86279
H -1.55817 2.44584 1.89666
H -0.83787 1.61283 0.48246
H -0.00457 2.94498 1.29098
Cl 5.22450 1.62826 -3.41595
C 4.24156 0.80570 -2.27972
C 4.86773 0.18433 -1.21019
C 4.15023 -0.57809 -0.30112
I 5.09529 -1.54777 1.23579
C 2.71339 -0.61915 -0.38649
O 2.02311 -1.20591 0.47680
C 2.08915 0.02549 -1.55382
N 0.74586 -0.10226 -1.68312
C 0.11405 0.57897 -2.64882
C 0.79128 1.36043 -3.59486
C 2.16930 1.46824 -3.50532
C 2.82936 0.78876 -2.46814
H 5.92356 0.27654 -1.08824
H -0.94624 0.47708 -2.69893
H 0.25535 1.79109 -4.41413
H 2.72931 1.99733 -4.22804
```

The value obtained for the frontier orbital gap (spin up / spin down) is 7.08 / 5.98 eV. Its total charge is +1. Its spin multiplicity is 3. The value obtained for the HOMO energy (spin up / spin down) is -10.96 / -11.59 eV.

Entry 6:
Here is C15H18ClN5O5OsS2 as an isolated structure from OMol25. Energies are from ωB97M-V with the def2-TZVPD basis set.

XYZ file:
```
47
Properties=species:S:1:pos:R:3
Os -0.62810 -0.18260 0.03280
C 1.77720 1.98980 4.92860
C 2.07470 0.52340 4.61510
N 2.61310 0.32610 3.29770
C 1.83660 0.32830 2.17470
S 0.10520 0.28560 2.37480
N 2.47840 0.35370 1.03710
N 1.76320 0.20420 -0.07350
C 2.30280 0.28190 -1.27390
C 3.76930 0.57500 -1.47170
C 1.41780 0.06610 -2.36590
C 1.79990 0.21130 -3.71960
C 0.86610 0.06870 -4.71140
C -0.45230 -0.27190 -4.37530
C -0.76060 -0.44990 -3.03970
N 0.12350 -0.27960 -2.07120
H 1.40470 2.09210 5.94650
H 1.02030 2.35240 4.23830
H 2.67140 2.60180 4.81510
H 1.14510 -0.04350 4.66660
H 2.78780 0.11530 5.33500
H 3.56970 0.60460 3.13460
H 4.24160 0.66480 -0.49750
H 3.92140 1.49650 -2.03080
H 4.25090 -0.23710 -2.01260
H 2.82370 0.46430 -3.95640
H 1.14000 0.22530 -5.74460
H -1.20910 -0.38750 -5.13350
H -1.75980 -0.72920 -2.72080
O -3.07640 -0.01950 -0.89080
Cl -3.66050 0.71360 0.19260
O -4.03580 2.01380 -0.25690
O -4.79500 0.03660 0.69550
O -2.66540 0.84180 1.21920
O -0.74780 1.95640 -0.76830
N -0.54590 3.14670 -0.32290
C -1.58580 3.89920 0.11730
C -1.39470 5.18400 0.54800
C -0.11860 5.74970 0.53650
C 0.93600 4.95980 0.08450
C 0.70840 3.67290 -0.32730
H -2.55170 3.41450 0.08670
H -2.24690 5.75080 0.88750
H 0.04600 6.75900 0.87310
H 1.94080 5.35420 0.04770
H 1.48780 3.01350 -0.67520
S -0.65690 -2.37830 0.24310
```

The value obtained for the frontier orbital gap (spin up / spin down) is 5.29 / 4.53 eV. Its total charge is -1. Its spin multiplicity is 2. The value obtained for the HOMO energy (spin up / spin down) is -2.96 / -2.20 eV.

no.,maximum force (hartree/bohr)
1,0.0488
2,0.0156
3,0.0737
4,0.0587
5,0.0286
6,0.1368